(1)
{"formula": "C16H14N2OS", "method": "ωB97M-V/def2-TZVPD", "spin_multiplicity": 1, "e_tot_ha": -1200.678626, "max_force_ev_per_a": 10.87, "de_lowest_kj_mol": 1088.38, "lumo_ev": -0.20, "species": ["C", "C", "C", "C", "C", "C", "C", "H", "H", "S", "C", "C", "N", "C", "N", "O", "C", "C", "C", "C", "C", "C", "H", "H", "H", "H", "H", "H", "H", "H", "H", "H", "H", "H"], "xyz": [[-6.3363, 0.9622, -1.1586], [-5.0443, 1.3218, -0.6708], [-4.6942, 2.5528, -0.3896], [-3.3061, 2.8648, 0.1928], [-2.2983, 1.9974, 0.3281], [-2.6412, 0.4986, 0.0563], [-3.8940, 0.2054, -0.3197], [-4.1997, -0.7214, -0.9238], [-1.9359, -0.3125, -0.0554], [-0.7730, 2.2466, 1.0007], [-0.2708, 0.5142, 1.8226], [0.7588, -0.1867, 1.0131], [2.0085, 0.0853, 1.2413], [2.2814, -1.1289, 0.2566], [1.3472, -1.5168, -0.4052], [0.2587, -1.0883, 0.3618], [3.7127, -1.2757, 0.1440], [4.7620, -0.7624, 0.8108], [5.9388, -1.0620, 0.3343], [6.3538, -2.1103, -0.4518], [5.4188, -2.5897, -1.2923], [4.0831, -2.5257, -0.9053], [3.1939, -2.9242, -1.5370], [5.6100, -3.5217, -1.8719], [7.4075, -2.2264, -1.0132], [6.7575, -0.5467, 0.9798], [4.5055, 0.1302, 1.5741], [0.1665, 0.9707, 2.6957], [-1.1189, 0.0877, 2.2966], [-3.0196, 3.8056, 0.5619], [-5.2605, 3.3119, -0.5260], [-6.4572, 0.0199, -1.2347], [-7.0646, 1.5433, -0.7013], [-6.2500, 1.3808, -2.2139]]}

=====

(2)
{"formula": "C36H36BF8NO9", "method": "ωB97M-V/def2-TZVPD", "spin_multiplicity": 1, "smiles": "CCB(CCCN)CCOCC(F)(F)C(F)(F)C(F)(F)C(F)F.O=C1C=CC(=O)C=C1.O=C1C=CC(=O)C=C1.O=C1C=CC(=O)C=C1.O=C1C=CC(=O)C=C1", "e_tot_ha": -2948.638666, "max_force_ev_per_a": 5.09, "de_lowest_kj_mol": 728.37, "lumo_ev": -1.86, "species": ["C", "C", "B", "C", "C", "C", "N", "C", "C", "O", "C", "C", "F", "F", "C", "F", "F", "C", "F", "F", "C", "F", "F", "H", "H", "H", "H", "H", "H", "H", "H", "H", "H", "H", "H", "H", "H", "H", "H", "H", "H", "H", "H", "O", "C", "C", "C", "C", "O", "C", "C", "H", "H", "H", "H", "O", "C", "C", "C", "C", "O", "C", "C", "H", "H", "H", "H", "O", "C", "C", "C", "C", "O", "C", "C", "H", "H", "H", "H", "O", "C", "C", "C", "C", "O", "C", "C", "H", "H", "H", "H"], "xyz": [[0.7616, -4.5565, 2.6337], [1.4257, -4.5980, 1.1069], [0.6196, -3.6740, 0.0116], [1.4502, -2.3886, -0.6696], [0.6131, -1.0242, -0.3153], [0.2680, -0.8118, 1.2737], [-0.2588, 0.6329, 1.4034], [-0.9219, -3.8928, -0.5172], [-1.7926, -5.0064, 0.3134], [-2.7865, -5.5621, -0.6433], [-4.1688, -5.4407, -0.0707], [-4.9737, -4.1076, -0.5726], [-6.3052, -4.5757, -1.1007], [-4.2722, -3.5257, -1.7780], [-5.0832, -2.8922, 0.5177], [-4.3178, -1.7108, -0.0319], [-4.4231, -3.1870, 1.8361], [-6.6166, -2.4329, 0.8711], [-7.4131, -3.5664, 1.4742], [-6.5137, -1.4172, 1.9848], [-7.4249, -1.6914, -0.3442], [-6.7598, -1.7285, -1.6657], [-8.7574, -2.3907, -0.4756], [-0.0810, -3.7418, 2.6016], [0.3865, -5.6448, 2.8473], [1.6100, -4.2914, 3.4184], [1.6441, -5.7078, 0.7394], [2.5062, -4.1071, 1.2356], [2.5777, -2.3788, -0.3474], [1.4137, -2.5865, -1.8419], [1.2255, -0.0566, -0.6523], [-0.4046, -1.0482, -0.8952], [1.2362, -0.8733, 1.9545], [-0.6183, -1.4913, 1.6750], [0.3380, 1.2768, 0.8354], [-0.2549, 0.8820, 2.4174], [-1.5485, -2.8915, -0.5481], [-0.8631, -4.2891, -1.6417], [-2.2733, -4.4629, 1.2317], [-1.0805, -5.8473, 0.7684], [-4.1491, -5.6149, 1.0855], [-4.7549, -6.3759, -0.5272], [-7.7052, -0.5807, -0.0121], [1.3891, -2.3523, 8.8507], [1.3211, -1.8260, 7.7485], [0.2100, -2.1242, 6.8234], [0.1377, -1.5503, 5.6186], [1.1642, -0.5926, 5.1615], [1.0961, -0.0663, 4.0593], [2.2753, -0.2944, 6.0866], [2.3476, -0.8683, 7.2915], [-0.5355, -2.8281, 7.1736], [-0.6701, -1.7585, 4.9276], [3.0207, 0.4095, 5.7364], [3.1554, -0.6600, 7.9824], [2.3255, 1.4001, 0.1071], [2.7928, 2.3958, -0.4283], [2.8114, 2.5394, -1.8974], [3.3242, 3.6266, -2.4816], [3.8924, 4.7311, -1.6835], [4.3598, 5.7268, -2.2189], [3.8739, 4.5875, -0.2144], [3.3611, 3.5003, 0.3698], [2.3902, 1.7210, -2.4689], [3.3463, 3.7475, -3.5578], [4.2951, 5.4059, 0.3572], [3.3390, 3.3794, 1.4460], [4.2825, 3.1719, -5.1536], [5.0925, 3.6144, -5.9564], [4.8295, 4.8597, -6.7041], [5.7142, 5.3412, -7.5826], [6.9927, 4.6498, -7.8420], [7.8028, 5.0923, -8.6448], [7.2557, 3.4045, -7.0942], [6.3710, 2.9230, -6.2157], [3.8876, 5.3556, -6.5022], [5.5366, 6.2529, -8.1399], [8.1976, 2.9086, -7.2961], [6.5487, 2.0113, -5.6584], [-1.2334, 2.9057, -1.1517], [-2.1649, 3.5455, -0.6832], [-2.1122, 5.0176, -0.5861], [-3.1295, 5.7156, -0.0721], [-4.3499, 5.0452, 0.4190], [-5.2814, 5.6850, 0.8875], [-4.4025, 3.5732, 0.3219], [-3.3852, 2.8752, -0.1921], [-1.2106, 5.4947, -0.9513], [-3.1068, 6.7956, 0.0071], [-5.3041, 3.0961, 0.6871], [-3.4079, 1.7951, -0.2713]]}

=====

(3)
{"formula": "C15H16FFeN4S", "method": "ωB97M-V/def2-TZVPD", "spin_multiplicity": 6, "s2": 8.787, "e_tot_ha": -2561.404734, "max_force_ev_per_a": 1.93, "charge": 2, "lumo_ev": [-7.17, -8.40], "species": ["Fe", "C", "C", "N", "N", "C", "N", "S", "C", "C", "C", "C", "C", "N", "H", "H", "H", "H", "H", "H", "H", "H", "H", "H", "F", "C", "C", "C", "C", "C", "C", "C", "H", "H", "H", "H", "H", "H"], "xyz": [[1.0192, 1.6809, -0.6833], [0.0902, -2.8329, -1.0902], [0.6188, -1.4548, -0.8999], [-0.0241, -0.3523, -1.1238], [-1.2842, -0.3246, -1.6301], [-1.7461, 0.8103, -2.1985], [-2.9905, 0.8632, -2.6549], [-0.7184, 2.1614, -2.3328], [2.0132, -1.2727, -0.4796], [2.8771, -2.3431, -0.2486], [4.1992, -2.0925, 0.0854], [4.6350, -0.7795, 0.1853], [3.7204, 0.2347, -0.0643], [2.4550, -0.0007, -0.3846], [-0.9668, -2.8670, -1.3399], [0.6366, -3.3292, -1.8937], [0.2319, -3.4172, -0.1819], [-1.8223, -1.1894, -1.6984], [-3.6378, 0.0878, -2.6177], [-3.3050, 1.6985, -3.1288], [2.5295, -3.3589, -0.3393], [4.8791, -2.9144, 0.2533], [5.6566, -0.5427, 0.4348], [4.0154, 1.2749, -0.0078], [-4.4485, -0.0343, 1.9759], [-3.2773, 0.5760, 1.8611], [-3.1691, 1.6769, 1.0063], [-1.9559, 2.2962, 0.8663], [-0.7992, 1.8304, 1.5691], [0.4220, 2.5116, 1.4827], [-0.9622, 0.7002, 2.4285], [-2.1801, 0.0924, 2.5798], [-4.0509, 2.0375, 0.5009], [-1.8675, 3.1780, 0.2488], [1.2127, 2.2501, 2.1729], [0.4298, 3.5243, 1.0870], [-0.1155, 0.3572, 3.0033], [-2.3203, -0.7365, 3.2567]]}

=====

(4)
{"formula": "C3H4N2", "method": "ωB97M-V/def2-TZVPD", "spin_multiplicity": 1, "e_tot_ha": -226.048466, "max_force_ev_per_a": 5.84, "de_lowest_kj_mol": 463.97, "lumo_ev": 1.18, "species": ["C", "C", "C", "N", "N", "H", "H", "H", "H"], "xyz": [[-0.4239, -0.4789, 1.1193], [-1.2729, -0.1917, 0.1469], [0.7137, 0.8929, -0.4658], [0.2871, 0.7647, 0.9114], [-0.6160, 1.0949, -0.2128], [-0.2211, -1.3400, 1.7584], [-2.0201, -0.7185, -0.3773], [1.3861, 1.8120, -0.5788], [1.2595, 0.0246, -1.1046]]}

=====

(5)
{"formula": "B2H8In", "method": "ωB97M-V/def2-TZVPD", "spin_multiplicity": 1, "e_tot_ha": -243.972155, "max_force_ev_per_a": 3.77, "charge": 1, "de_lowest_kj_mol": 0.00, "lumo_ev": -10.80, "species": ["In", "B", "H", "H", "H", "H", "B", "H", "H", "H", "H"], "xyz": [[6.5443, 15.9554, 6.4275], [7.8913, 15.3505, 3.7910], [8.0411, 14.1622, 3.9756], [6.7296, 15.6407, 3.7294], [8.4749, 15.9373, 4.6432], [8.3228, 15.4798, 2.6592], [5.5397, 18.4247, 4.8838], [4.5808, 19.1676, 4.9341], [6.5113, 18.9464, 4.4646], [5.6145, 18.1036, 6.0834], [5.2430, 17.5522, 4.1301]]}